ORCA calculation (wB97M-V/def2-TZVPD) on a cluster of 2 separate species, C4H12 in total.

Values from the calculation:
Energy above the lowest of the compared OMol25 structures with the same formula, charge and spin ... 32.1 kcal per mole
Lowest unoccupied orbital energy ... 1.08 eV
Multiplicity ... 1
HOMO-LUMO gap ... 12.2 eV
SMILES string ... CC.CC

Structure (XYZ):
```
16
Properties=species:S:1:pos:R:3:forces:R:3
C -1.703969 0.277699 -1.716347 1.74 2.40 0.88
C -2.484529 -0.712609 -0.844418 -0.22 -0.40 0.75
H -1.182926 -0.168231 -2.565431 -0.68 -0.26 -0.16
H -2.208492 1.192559 -1.986979 -0.89 -0.13 -0.79
H -0.795965 0.846682 -1.256797 -1.31 -1.47 0.28
H -3.043455 -1.395844 -1.541051 0.97 0.10 0.81
H -3.354388 -0.400106 -0.111725 2.16 0.19 -1.36
H -1.616925 -1.164226 -0.264774 -1.76 -0.42 -0.42
C 1.933067 0.010297 2.014253 4.56 -0.26 0.10
C 2.135934 0.295133 0.556627 -1.47 0.77 -2.47
H 2.582002 -0.781467 2.379252 -0.31 -0.82 -0.15
H 2.407594 0.787869 2.599339 -0.46 0.82 0.10
H 0.979942 -0.121629 2.319193 -3.04 -0.57 0.84
H 2.853882 1.118828 0.393163 -0.16 -0.52 0.05
H 1.126754 0.735698 0.262243 1.29 -0.43 -0.32
H 2.371475 -0.520651 -0.236547 -0.42 1.00 1.84
```
Positions in Å, forces in eV/Å.